This record from OMol25 describes a 2-piece molecular cluster, C2H4NP overall in a non-equilibrium geometry. The level of theory is the ωB97M-V functional and the def2-TZVPD basis.

Orbital gap (spin up / spin down) ... 7.34 / 7.42 eV
F_max ... 4.15 eV/A
HOMO (spin up / spin down) ... -9.027 / -9.067 eV

```
! RIJCOSX wB97M-V def2-TZVPD def2/J DEFGRID3
* xyz 0 1
C -0.81222 1.04321 0.11558
C -0.84454 -0.42265 0.08180
N -0.70913 2.15718 0.11700
P 2.57514 -0.09067 0.34084
H -0.02386 -0.78081 -0.50122
H -1.78085 -0.80684 -0.25474
H -0.68479 -0.75403 1.08357
H 2.28026 -0.34539 -0.98283
*
```